Density functional theory data (ωB97M-V with the def2-TZVPD basis set) for an isolated molecule of C3H4N4O.

The geometry in XYZ format:
```
12
Properties=species:S:1:pos:R:3:mulliken_charge:R:1
C -1.55593 0.24375 -0.51894 -0.313
C -1.19856 0.09356 0.86994 -0.316
N -0.52849 -0.83867 -0.28720 -0.408
C 0.82232 -0.47326 -0.47708 0.585
N 1.06798 0.92840 -0.40178 -0.204
N 2.41401 0.94158 0.03755 -0.092
O 2.92163 -0.30291 0.13763 -0.011
N 1.85752 -1.27383 -0.15257 -0.307
H -1.23427 1.03385 -1.23445 0.243
H -2.40519 -0.18117 -0.95071 0.225
H -0.58353 0.63706 1.66519 0.247
H -1.57750 -0.80835 1.31242 0.351
```

As for the relative energy (zero: lowest compared OMol25 entry of this formula, charge and spin): 652.7 kJ/mol. The LUMO energy is -0.41 eV. The HOMO-LUMO gap comes out at 9.978 eV. As for the SMILES: C1CN1c1nnon1.